Record 1
Density functional theory data (ωB97M-V with the def2-TZVPD basis set) for an isolated molecule of C6H6N2S.

Positions of all 15 atoms, in Å:
S1 -2.14 -1.03 -0.75
N1 1.28 -0.55 0.03
N2 -0.35 0.76 -1.73
C1 -1.28 -0.96 0.80
C2 -0.72 0.29 1.39
C3 0.88 1.17 -1.63
C4 0.27 -0.76 0.92
C5 -0.88 -0.32 -1.61
C6 1.67 0.38 -0.77
H1 2.75 0.49 -0.86
H2 0.62 -1.43 1.71
H3 -1.69 -1.70 1.47
H4 -0.84 0.46 2.45
H5 -0.79 1.20 0.80
H6 1.24 1.99 -2.22

Results
E_HOMO: -7.65 eV
Molecular weight: 138.20 g mol⁻¹
Maximum force: 1.21 eV/A
Gap between HOMO and LUMO: 0.2860 Eh
Multiplicity: 1

***

Record 2
Density functional theory data (ωB97M-V with the def2-TZVPD basis set) for a structure of composition C13H20BrF3N2O5P2PtS.

Positions of all 48 atoms, in Å:
Pt1 0.87 0.78 0.54
Br1 0.68 1.31 3.97
S1 2.74 1.56 -1.22
P1 0.45 -1.27 1.28
P2 -0.66 -1.73 -2.54
F1 4.62 3.22 -0.57
F2 4.05 1.85 1.01
F3 5.24 1.15 -0.67
O1 3.00 1.65 -2.60
O2 -3.51 4.13 3.22
O3 1.69 2.43 -0.63
O4 2.39 0.17 -0.71
O5 -2.40 1.64 -2.75
N1 -0.59 1.78 1.55
N2 -1.17 -0.25 -2.07
C1 -1.63 2.79 3.45
C2 -2.59 3.39 2.63
C3 -1.82 0.70 -2.46
C4 -2.50 3.19 1.25
C5 1.75 -1.87 2.38
C6 4.29 1.98 -0.29
C7 -0.65 2.02 2.87
C8 -1.14 -1.58 2.08
C9 -1.82 -2.47 -3.66
C10 -0.55 -2.74 -1.07
C11 -1.50 2.39 0.76
C12 0.59 -2.51 -0.07
C13 0.93 -1.54 -3.31
H1 1.62 -1.05 -2.63
H2 1.54 -2.33 -0.58
H3 -2.79 -2.60 -3.18
H4 0.72 -3.45 0.47
H5 -1.93 -1.84 -4.55
H6 -1.29 -2.65 2.21
H7 1.32 -2.53 -3.58
H8 -0.43 -3.75 -1.49
H9 -1.44 -3.45 -3.97
H10 2.70 -1.84 1.86
H11 1.82 -1.24 3.27
H12 -1.38 2.25 -0.30
H13 -4.12 4.55 2.59
H14 0.83 -0.94 -4.22
H15 -1.53 -2.75 -0.59
H16 -3.20 3.66 0.56
H17 -1.14 -1.11 3.07
H18 -1.65 2.96 4.51
H19 1.53 -2.90 2.69
H20 -1.95 -1.16 1.50

Results
E_HOMO: -15.61 eV
Molecular weight: 710.30 g mol⁻¹
Charge: +2
Maximum force: 0.45 eV/A
Gap between HOMO and LUMO: 0.3543 Eh
Multiplicity: 1

***

Record 3
Density functional theory data (ωB97M-V with the def2-TZVPD basis set) for an isolated molecule of C18H24N2O2.

Positions of all 46 atoms, in Å:
O1 0.44 3.59 -1.47
O2 -1.90 -0.34 1.77
N1 -1.69 0.22 -0.43
N2 0.15 2.17 0.30
C1 3.87 -0.05 -1.06
C2 3.47 -0.95 1.12
C3 4.80 -1.35 1.20
C4 -1.67 3.52 -0.23
C5 5.20 -0.44 -0.98
C6 5.66 -1.10 0.15
C7 3.00 -0.30 -0.01
C8 1.57 0.17 -0.08
C9 -3.73 -1.23 -0.52
C10 1.49 1.64 0.35
C11 -0.24 3.14 -0.57
C12 -0.87 1.77 1.24
C13 -2.29 -0.96 -1.03
C14 -3.68 -2.60 0.17
C15 -1.53 0.42 0.89
C16 -1.51 -2.25 -0.72
C17 -2.58 -3.33 -0.59
C18 -1.91 2.90 1.15
H1 -2.31 -0.78 -2.10
H2 5.87 -0.24 -1.80
H3 -0.77 -2.47 -1.49
H4 -4.64 -3.11 0.13
H5 1.88 1.75 1.36
H6 6.69 -1.41 0.21
H7 0.95 -0.43 0.59
H8 -2.21 -4.21 -0.06
H9 -2.34 3.12 -0.99
H10 -3.39 -2.47 1.21
H11 -1.27 0.89 -1.05
H12 -2.93 2.52 1.27
H13 -0.45 1.67 2.24
H14 5.15 -1.86 2.08
H15 -0.99 -2.14 0.23
H16 -2.93 -3.64 -1.57
H17 2.80 -1.16 1.94
H18 -1.77 4.61 -0.23
H19 3.51 0.46 -1.94
H20 2.09 2.25 -0.33
H21 -1.73 3.63 1.93
H22 -4.42 -1.24 -1.36
H23 -4.05 -0.45 0.17
H24 1.20 0.07 -1.10

Results
SMILES string: O=C(NC1CCCC1)[C@@H]1CCC(=O)N1CCc1ccccc1
E_HOMO: -9.07 eV
Molecular weight: 300.40 g mol⁻¹
Maximum force: 0.80 eV/A
Gap between HOMO and LUMO: 0.3593 Eh
Multiplicity: 1

***

Record 4
Density functional theory data (ωB97M-V with the def2-TZVPD basis set) for a structure of composition C24H22AsAuN4OS.

Positions of all 54 atoms, in Å:
Au1 1.03 -0.07 -0.25
As1 -2.38 -0.02 1.05
S1 2.01 1.88 -1.44
O1 -0.36 1.67 0.35
N1 -0.37 -5.73 -0.81
N2 -0.45 2.57 -0.60
N3 0.96 -5.20 3.40
N4 -0.01 -1.67 0.94
C1 3.95 -3.26 -0.84
C2 -5.22 -2.30 2.64
C3 -4.80 -3.57 4.64
C4 2.71 -3.10 -2.88
C5 -1.70 0.17 2.87
C6 -0.87 4.39 -2.66
C7 -3.99 1.10 1.40
C8 2.20 -1.61 -1.04
C9 -5.69 -2.92 3.79
C10 -0.06 -5.03 0.06
C11 -3.87 -2.33 2.31
C12 3.20 -2.23 -0.30
C13 -2.98 -2.95 3.20
C14 0.15 -2.83 1.02
C15 -1.90 4.04 -1.79
C16 -3.38 -1.77 1.02
C17 0.54 2.76 -1.54
C18 -3.44 -3.57 4.34
C19 0.29 -4.19 1.14
C20 0.67 -4.76 2.37
C21 1.97 -2.06 -2.33
C22 3.71 -3.71 -2.13
C23 0.33 3.71 -2.54
C24 -1.68 3.13 -0.80
H1 -2.47 -0.08 3.60
H2 -4.58 0.67 2.21
H3 2.51 -3.43 -3.89
H4 -2.69 -2.46 0.54
H5 -1.02 5.11 -3.46
H6 -6.75 -2.92 4.01
H7 -3.68 2.10 1.70
H8 -4.21 -1.59 0.33
H9 -4.62 1.18 0.51
H10 -2.44 2.78 -0.12
H11 -2.74 -4.07 5.00
H12 -5.17 -4.07 5.53
H13 -2.88 4.47 -1.90
H14 -0.82 -0.45 3.03
H15 -1.93 -2.95 2.97
H16 4.73 -3.73 -0.24
H17 3.39 -1.91 0.72
H18 4.29 -4.52 -2.55
H19 -5.92 -1.81 1.97
H20 1.14 3.88 -3.24
H21 -1.41 1.22 3.00
H22 1.19 -1.60 -2.94

Results
E_HOMO (alpha / beta): -3.95 / -5.08 eV
Molecular weight: 686.42 g mol⁻¹
Charge: -1
Maximum force: 1.35 eV/A
Gap between HOMO and LUMO (alpha / beta): 0.2362 / 0.2618 Eh
Multiplicity: 2

***

Record 5
Density functional theory data (ωB97M-V with the def2-TZVPD basis set) for an isolated molecule of C5H9NOS.

Positions of all 17 atoms, in Å:
S1 1.77 -0.61 -0.46
O1 -2.62 0.59 0.52
N1 1.81 1.99 -0.23
C1 -0.38 1.17 0.14
C2 0.97 -1.62 0.89
C3 -1.58 0.36 -0.13
C4 0.90 0.93 -0.19
C5 -1.59 -0.79 -1.08
H1 -0.68 -0.76 -1.68
H2 2.58 1.84 0.50
H3 0.48 -0.91 1.65
H4 -1.63 -1.87 -0.45
H5 1.45 2.97 -0.17
H6 -2.68 -0.87 -1.68
H7 -0.72 2.08 0.53
H8 1.74 -2.28 1.54
H9 0.19 -2.23 0.29

Results
SMILES string: CS/C(N)=C\C(C)=O
E_HOMO: -8.87 eV
Molecular weight: 131.20 g mol⁻¹
Maximum force: 3.95 eV/A
Gap between HOMO and LUMO: 0.3356 Eh
Multiplicity: 1

***

Record 6
Density functional theory data (ωB97M-V with the def2-TZVPD basis set) for an isolated molecule of C2H4N4O.

Positions of all 11 atoms, in Å:
O1 2.46 -0.63 -0.07
N1 0.88 1.04 -0.26
N2 0.22 -1.26 0.10
N3 -2.15 -0.65 -0.17
N4 -0.38 0.92 0.25
C1 1.30 -0.34 0.05
C2 -0.87 -0.43 -0.05
H1 1.42 1.84 0.23
H2 -2.74 0.07 0.15
H3 0.68 -2.37 -0.03
H4 -0.83 1.80 -0.20

Results
SMILES string: [H]/N=c1\[nH][nH]c(=O)[nH]1
E_HOMO: -8.73 eV
Molecular weight: 100.08 g mol⁻¹
Maximum force: 5.25 eV/A
Gap between HOMO and LUMO: 0.3358 Eh
Multiplicity: 1